[1]
Molecular formula: C6H10
Method: DFT, wB97M-V/def2-TZVPD

Calculated total energy: -234.44989 Ha
Maximum force: 0.87 eV/Å
ΔE to the lowest compared entry with this formula, charge and spin: 400.7 kJ/mol
2S+1: 1
HOMO energy (spin up / spin down): -7.97 / -8.32 eV

Each line ends with the Löwdin charge.
Cartesian coordinates (Å):
C: 2.243 0.006 0.223  -0.121
C: 0.809 -0.349 0.580  -0.287
C: -1.257 -1.370 -1.277  0.110
C: -2.090 -0.424 -0.620  -0.227
C: -1.564 0.580 0.144  -0.069
C: -0.131 0.859 0.486  -0.212
H: 2.653 0.782 0.876  0.070
H: 2.299 0.371 -0.810  0.074
H: 2.883 -0.879 0.293  0.069
H: 0.749 -0.769 1.591  0.113
H: -1.741 -1.673 -2.219  0.007
H: 0.455 -1.123 -0.103  0.038
H: -3.172 -0.378 -0.793  0.090
H: -2.259 1.361 0.473  0.105
H: 0.235 1.576 -0.271  0.125
H: -0.113 1.430 1.425  0.114

---

[2]
Molecular formula: H20O10
Method: DFT, wB97M-V/def2-TZVPD

Calculated total energy: -764.37459 Ha
Maximum force: 0.77 eV/Å
ΔE to the lowest compared entry with this formula, charge and spin: 281.8 kJ/mol
2S+1: 1
HOMO energy: -10.59 eV

Each line ends with the Löwdin charge.
Cartesian coordinates (Å):
O: -1.744 3.104 0.685  -0.044
H: -2.106 2.268 0.391  0.016
H: -2.509 3.617 0.947  0.038
O: -3.323 0.466 2.042  -0.049
H: -3.492 1.275 2.525  0.028
H: -2.439 0.210 2.304  0.021
O: 3.814 0.864 0.169  -0.054
H: 2.996 0.851 0.665  -0.025
H: 3.544 1.031 -0.734  0.020
O: 0.853 4.053 -1.033  -0.052
H: 0.704 3.817 -1.948  0.029
H: 0.368 3.396 -0.533  -0.011
O: 1.412 1.424 1.544  -0.032
H: 1.567 2.169 2.124  0.084
H: 1.059 0.743 2.117  0.067
O: 1.389 -1.376 -1.844  -0.034
H: 1.798 -1.985 -2.460  0.052
H: 1.874 -0.559 -1.957  0.034
O: -1.242 -2.732 0.373  -0.036
H: -2.127 -3.096 0.349  0.073
H: -1.333 -1.855 0.001  0.007
O: 1.292 -3.709 0.444  -0.067
H: 1.723 -3.220 1.145  0.026
H: 0.432 -3.298 0.359  -0.043
O: -1.472 -2.175 -2.633  -0.052
H: -0.866 -2.612 -2.034  -0.001
H: -1.495 -2.740 -3.405  0.037
O: -0.561 -0.032 0.327  -0.037
H: 0.126 0.608 0.514  -0.007
H: -0.243 -0.507 -0.441  0.012